Below is 5 unconnected molecules or ions with the total composition H10O5 at a distorted geometry, with properties calculated with ωB97M-V/def2-TZVPD.

Structure (XYZ):
```
15
Properties=species:S:1:pos:R:3
O 2.40513 -0.03590 2.63697
O 0.06923 0.17167 1.30024
O -0.35940 -1.62246 -0.63200
O -2.45720 0.01630 -1.75565
O 0.38388 1.69864 -1.43548
H -0.29884 -0.50035 0.78793
H -0.31244 0.11132 2.16378
H 2.65621 0.90150 2.62946
H 1.63803 0.00653 2.08357
H 0.66840 0.81119 -1.78069
H -1.02795 -2.12898 -1.08017
H 0.63752 1.71452 -0.56437
H -1.68892 0.32519 -1.33561
H 0.44764 -2.13608 -0.63641
H -2.76128 0.66692 -2.38159
```

Its net charge is 0. The LUMO energy is 0.304 eV. The total energy comes out at -382.18706 hartree.